Record 1
DFT (wB97M-V/def2-TZVPD) results for C5H10N2O4 in the gas phase in a non-equilibrium geometry.

Frontier orbital gap = 10.19 eV
SMILES string = NCC(=O)N[C@@H](CO)C(=O)O
Strongest force on any atom = 4.36 eV/Å
Lowest unoccupied orbital energy = 0.463 eV
Molar mass = 162.14 u

Cartesian coordinates (Å):
N (-2.697, 0.523, 1.039)
C (-2.594, -0.348, -0.237)
C (-1.170, -0.731, -0.525)
O (-0.915, -1.669, -1.291)
N (-0.168, 0.124, -0.075)
C (1.297, -0.066, -0.371)
C (2.252, 1.075, -0.056)
O (1.640, 2.190, -0.609)
C (1.936, -1.424, 0.223)
O (3.007, -1.482, 0.662)
O (1.051, -2.401, 0.190)
H (-3.676, 0.900, 1.050)
H (-2.639, 0.114, 2.052)
H (-3.343, -1.055, -0.019)
H (-2.953, 0.410, -1.039)
H (-0.456, 0.910, 0.388)
H (1.417, -0.314, -1.502)
H (3.273, 0.935, -0.270)
H (2.305, 1.196, 1.039)
H (2.033, 3.044, -0.267)
H (0.401, -1.931, -0.382)

Atom charges from the natural (NBO) analysis, given in e for atoms 1 to 5: N -0.890; C -0.302; C 0.656; O -0.623; N -0.598

***

Record 2
DFT (wB97M-V/def2-TZVPD) results for C2H7N3 in the gas phase in a non-equilibrium geometry.

Frontier orbital gap = 10.26 eV
SMILES string = [H]/N=C(\N)CN
Strongest force on any atom = 3.48 eV/Å
Lowest unoccupied orbital energy = 0.833 eV
Molar mass = 73.10 u

Cartesian coordinates (Å):
H (-1.326, 1.886, -0.014)
N (-0.425, 1.438, 0.095)
C (-0.524, 0.172, 0.088)
N (-1.720, -0.465, -0.208)
C (0.822, -0.672, 0.274)
N (2.041, 0.103, -0.187)
H (-2.565, -0.018, 0.100)
H (-1.576, -1.509, -0.332)
H (0.693, -1.706, -0.279)
H (0.768, -0.805, 1.467)
H (1.950, 1.162, 0.220)
H (1.863, 0.413, -1.225)

Atom charges from the natural (NBO) analysis, given in e for atoms 1 to 5: H 0.329; N -0.744; C 0.429; N -0.854; C -0.279

***

Record 3
DFT (wB97M-V/def2-TZVPD) results for C3H4N3P in the gas phase in a non-equilibrium geometry.

Frontier orbital gap (spin up / spin down) = 8.83 / 8.56 eV
Strongest force on any atom = 3.26 eV/Å
Lowest unoccupied orbital energy (spin up / spin down) = -0.935 / -0.734 eV
Molar mass = 113.06 u

Cartesian coordinates (Å):
C (0.190, 0.824, 0.056)
C (-0.977, 1.455, 0.250)
C (0.388, -0.727, 0.025)
N (-0.458, -1.629, 0.129)
N (-2.601, -0.814, -0.085)
N (1.792, -0.962, -0.018)
P (-2.688, 0.724, -0.034)
H (1.163, 1.332, 0.105)
H (-1.033, 2.610, 0.392)
H (2.218, -0.806, -0.948)
H (2.006, -2.007, 0.128)

Atom charges from the natural (NBO) analysis, given in e for atoms 1 to 5: C -0.198; C -0.526; C 0.242; N -0.178; N -0.699

***

Record 4
DFT (wB97M-V/def2-TZVPD) results for 3 unconnected molecules or ions with the total composition C27H58N3O2S in a non-equilibrium geometry.

Frontier orbital gap (spin up / spin down) = 7.89 / 8.46 eV
Charge = +1
Strongest force on any atom = 5.19 eV/Å
Lowest unoccupied orbital energy (spin up / spin down) = -3.124 / -3.124 eV
<S²> = 2.0096
Molar mass = 488.85 u
2S+1 = 3

Cartesian coordinates (Å):
C (-2.832, 1.558, -0.738)
C (-2.712, 0.348, 0.379)
C (-3.535, -0.942, -0.223)
C (-4.109, -1.982, 0.910)
N (-3.042, -2.416, 1.938)
S (-1.699, -3.022, 1.012)
C (-3.721, -3.399, 2.852)
C (-2.877, -4.743, 3.234)
C (-1.576, -4.478, 4.232)
C (-1.541, -2.983, 4.902)
C (-0.127, -4.895, 3.507)
H (-2.961, 1.013, -1.787)
H (-1.847, 2.185, -0.816)
H (-3.800, 2.210, -0.574)
H (-3.264, 0.644, 1.395)
H (-1.561, 0.110, 0.561)
H (-4.495, -0.488, -0.768)
H (-2.927, -1.478, -1.099)
H (-4.464, -2.952, 0.312)
H (-5.010, -1.465, 1.460)
H (-2.790, -1.523, 2.446)
H (-2.254, -3.545, -0.170)
H (-4.106, -2.812, 3.817)
H (-4.722, -3.769, 2.316)
H (-2.602, -5.435, 2.300)
H (-3.618, -5.422, 3.881)
H (-1.667, -5.242, 5.145)
H (-0.500, -2.904, 5.482)
H (-1.549, -2.093, 4.143)
H (-2.370, -2.923, 5.737)
H (0.456, -3.879, 3.321)
H (-0.386, -5.307, 2.417)
H (0.488, -5.671, 4.138)
C (3.296, 3.385, 3.920)
C (3.312, 2.753, 2.499)
C (2.128, 3.309, 1.662)
C (0.773, 2.737, 2.072)
C (0.800, 1.212, 2.091)
C (1.959, 0.634, 2.944)
N (3.286, 1.256, 2.615)
O (3.708, 0.726, 1.380)
C (1.643, 0.824, 4.450)
C (1.969, -0.923, 2.773)
C (4.643, 3.287, 1.872)
H (2.292, 3.628, 4.268)
H (3.773, 2.727, 4.658)
H (3.853, 4.331, 3.956)
H (2.286, 3.086, 0.598)
H (2.091, 4.403, 1.739)
H (0.475, 3.123, 3.052)
H (0.006, 3.079, 1.366)
H (-0.163, 0.844, 2.462)
H (0.881, 0.855, 1.055)
H (2.483, 0.497, 5.074)
H (0.770, 0.229, 4.747)
H (1.395, 1.850, 4.722)
H (2.062, -1.232, 1.728)
H (1.032, -1.361, 3.141)
H (2.787, -1.379, 3.343)
H (5.515, 2.929, 2.434)
H (4.669, 4.384, 1.887)
H (4.766, 2.997, 0.824)
C (2.367, 0.824, -3.911)
C (0.954, 0.173, -3.927)
C (0.907, -0.960, -4.988)
C (0.858, -0.445, -6.425)
C (-0.269, 0.566, -6.611)
C (-0.227, 1.723, -5.578)
N (-0.084, 1.233, -4.165)
O (-1.330, 0.704, -3.772)
C (0.936, 2.688, -5.925)
C (-1.501, 2.610, -5.778)
C (0.833, -0.482, -2.511)
H (2.857, 0.803, -4.885)
H (2.327, 1.863, -3.561)
H (3.052, 0.301, -3.231)
H (0.025, -1.592, -4.820)
H (1.777, -1.619, -4.876)
H (1.817, 0.001, -6.705)
H (0.705, -1.290, -7.108)
H (-0.222, 0.967, -7.630)
H (-1.227, 0.033, -6.539)
H (1.040, 3.470, -5.163)
H (0.758, 3.191, -6.883)
H (1.901, 2.193, -6.038)
H (-2.431, 2.040, -5.688)
H (-1.511, 3.057, -6.781)
H (-1.528, 3.433, -5.054)
H (0.870, 0.278, -1.720)
H (1.659, -1.183, -2.334)
H (-0.086, -1.064, -2.388)

Atom charges from the Löwdin analysis, given in e for atoms 1 to 5: C -0.120; C -0.257; C -0.237; C -0.220; N -0.452

***

- The highest molar mass belongs to which entry?
  C27H58N3O2S

***

Copy entry 2 word for word.
DFT (wB97M-V/def2-TZVPD) results for C2H7N3 in the gas phase in a non-equilibrium geometry.

Frontier orbital gap = 10.26 eV
SMILES string = [H]/N=C(\N)CN
Strongest force on any atom = 3.48 eV/Å
Lowest unoccupied orbital energy = 0.833 eV
Molar mass = 73.10 u

Cartesian coordinates (Å):
H (-1.326, 1.886, -0.014)
N (-0.425, 1.438, 0.095)
C (-0.524, 0.172, 0.088)
N (-1.720, -0.465, -0.208)
C (0.822, -0.672, 0.274)
N (2.041, 0.103, -0.187)
H (-2.565, -0.018, 0.100)
H (-1.576, -1.509, -0.332)
H (0.693, -1.706, -0.279)
H (0.768, -0.805, 1.467)
H (1.950, 1.162, 0.220)
H (1.863, 0.413, -1.225)

Atom charges from the natural (NBO) analysis, given in e for atoms 1 to 5: H 0.329; N -0.744; C 0.429; N -0.854; C -0.279

***

- Among the records above, which one has the highest strongest force on any atom?
  C27H58N3O2S

***

- What is the molar mass in the fourth record?
  488.85 u